The following is a quantum chemistry calculation of C29H31MoN10S as an isolated structure, from the Open Molecules 2025 dataset.

CARTESIAN COORDINATES (ANGSTROEM)
1 Mo 0.44 0.71 -0.47
2 C -0.05 -2.61 2.06
3 C 0.65 -1.70 3.08
4 C 1.00 -0.29 2.54
5 N 0.02 0.17 1.59
6 C -1.18 0.49 2.05
7 C -1.49 0.65 3.43
8 C -2.70 0.78 4.06
9 C -3.97 0.61 3.55
10 C -4.31 0.49 2.21
11 C -3.50 0.69 1.10
12 C -2.11 0.87 1.01
13 N -1.49 1.29 -0.10
14 C -2.29 2.10 -1.01
15 C -2.55 1.40 -2.34
16 C -1.22 1.16 -3.05
17 N -0.44 0.19 -2.30
18 C -0.51 -1.08 -2.69
19 C -1.39 -1.54 -3.71
20 C -1.36 -2.68 -4.47
21 C -0.44 -3.73 -4.45
22 C 0.51 -3.94 -3.47
23 C 0.77 -3.22 -2.32
24 C 0.32 -1.95 -1.89
25 N 0.70 -1.37 -0.74
26 C 1.58 -2.14 0.12
27 C 0.87 -3.19 0.99
28 H -0.88 -2.07 1.59
29 H -0.48 -3.44 2.62
30 H 1.57 -2.18 3.43
31 H -0.01 -1.59 3.93
32 H 1.99 -0.28 2.08
33 H 1.08 0.41 3.39
34 H -0.63 0.72 4.08
35 H -2.64 0.98 5.13
36 H -4.79 0.58 4.26
37 H -5.35 0.30 2.00
38 H -4.02 0.65 0.15
39 H -1.74 3.03 -1.20
40 H -3.24 2.39 -0.54
41 H -3.19 2.02 -2.96
42 H -3.05 0.44 -2.16
43 H -0.67 2.10 -3.09
44 H -1.36 0.84 -4.08
45 H -2.21 -0.88 -3.95
46 H -2.13 -2.75 -5.22
47 H -0.52 -4.47 -5.23
48 H 1.11 -4.84 -3.59
49 H 1.48 -3.71 -1.67
50 H 2.11 -1.45 0.77
51 H 2.36 -2.64 -0.47
52 H 1.64 -3.79 1.48
53 H 0.28 -3.85 0.36
54 N 4.65 0.15 -1.33
55 C 3.38 -0.15 -1.67
56 N 2.56 0.43 -0.81
57 C 3.40 1.13 0.03
58 N 4.67 0.95 -0.27
59 C 2.78 2.03 0.95
60 C 3.48 2.88 1.81
61 N 2.87 3.78 2.55
62 C 1.55 3.88 2.40
63 C 0.83 3.06 1.55
64 N 1.42 2.10 0.83
65 H 5.51 -0.12 -1.78
66 H 3.10 -0.77 -2.49
67 H 4.56 2.81 1.88
68 H 1.06 4.63 3.00
69 H -0.25 3.16 1.45
70 S 1.35 2.72 -2.05
71 C 0.53 3.91 -1.27
72 N -0.05 4.74 -0.70

Calculated values
LUMO energy (alpha / beta), eV: -3.679 / -3.902
Kohn-Sham gap (alpha / beta), eV: 5.743 / 6.058
Charge: +1
E_HOMO (alpha / beta), eV: -9.4 / -10.0
Multiplicity: 3